Entry 1:
{
  "formula": "C2H4O2P2",
  "method": "wB97M-V/def2-TZVPD",
  "largest_force_ev_per_a": 3.8,
  "lumo_ev": -0.48,
  "molar_mass_g_mol": 122.0,
  "homo_lumo_gap_ev": 9.034,
  "de_lowest_kj_mol": 0.00,
  "e_homo_ev": -9.52,
  "species": ["C", "O", "H", "C", "H", "H", "P", "H", "P", "O"],
  "coordinates": [[-2.0223, 0.0390, -1.2465], [-2.1743, -0.0244, 0.9929], [-2.0295, -0.0378, -2.3863], [0.4232, 0.3342, 0.6673], [1.0553, -0.2005, -0.1229], [0.3166, -0.1630, 1.6178], [-2.9495, -0.8582, -0.1593], [0.9632, 1.2556, 0.8332], [-1.1110, 0.8776, -0.0025], [-1.3361, 2.3384, 0.0829]]
}



Entry 2:
{
  "formula": "C21H52IN6O6",
  "method": "wB97M-V/def2-TZVPD",
  "largest_force_ev_per_a": 1.6,
  "lumo_ev": -4.45,
  "molar_mass_g_mol": 611.6,
  "charge": 1,
  "homo_lumo_gap_ev": 6.319,
  "e_homo_ev": -10.77,
  "species": ["H", "H", "C", "H", "C", "O", "H", "C", "O", "H", "H", "C", "H", "H", "H", "C", "C", "H", "C", "H", "H", "H", "N", "C", "H", "H", "H", "H", "H", "H", "O", "H", "H", "H", "H", "C", "C", "H", "H", "H", "H", "N", "C", "H", "N", "H", "H", "H", "C", "H", "H", "H", "H", "H", "C", "C", "N", "H", "O", "H", "C", "H", "H", "C", "N", "H", "H", "H", "H", "H", "H", "H", "H", "O", "O", "C", "C", "N", "H", "I", "C", "C", "C", "H", "H", "H"],
  "coordinates": [[-1.0146, -3.9268, -6.0641], [1.8114, 2.4313, -0.4012], [7.9527, 3.9935, -1.3457], [-7.3082, -2.4656, -0.3784], [1.2054, 2.2375, 0.4682], [-0.2222, -1.5080, -0.6694], [6.3555, 2.8618, 3.7897], [-1.2714, -3.3591, -5.1663], [-7.7530, -0.6067, -1.2160], [-0.1434, -3.4774, -0.0088], [4.8454, 0.5708, -0.6152], [8.1954, 2.8051, 1.8139], [2.1657, -2.2400, -1.6053], [-5.2598, 1.2813, 3.4705], [-9.0742, 0.9785, 1.4204], [-0.5047, 1.4626, 1.6286], [-4.6769, -0.0209, 0.5341], [-7.0311, -1.0939, 1.2096], [-1.3779, -1.7536, -1.4638], [-5.1646, 0.8254, 0.0465], [-5.1994, -0.9464, 0.2875], [-9.3634, 0.5995, -0.9345], [0.5163, 1.3393, 2.4463], [1.5386, -3.1049, -1.3702], [6.3961, 0.6318, 0.2372], [-7.5561, 0.6537, 3.4872], [10.0367, 2.9139, 0.7508], [-2.1038, -0.9697, -1.2454], [8.0981, 1.7217, 1.6658], [-0.5229, -4.7586, -1.7409], [8.5043, 2.9364, -0.5822], [-1.1417, -1.6891, -2.5269], [6.4919, 3.4701, 0.9393], [8.7197, 2.9747, 2.7582], [0.1004, 0.5122, 0.1189], [0.5261, -2.6678, -0.3147], [-8.8103, -0.1582, -0.3731], [-5.8962, 1.7710, 1.9164], [-9.5048, -0.9676, -0.1346], [-0.4712, -2.6428, -4.9488], [7.7250, 3.6012, -2.3355], [-1.7837, 1.5713, 1.9455], [-8.2604, 0.4836, 0.8834], [-1.8308, -2.7200, -1.2383], [1.0253, -3.6084, -2.6385], [2.1964, -3.8613, -0.9324], [-6.9285, -2.2423, -2.0951], [8.6649, 4.8156, -1.4538], [-0.4680, -5.1552, -3.8224], [-8.6134, -2.4600, -1.5963], [5.0487, 3.4660, 2.7839], [0.8613, 3.1458, 0.9651], [2.6170, 1.8554, 2.1184], [6.3286, 0.6965, 2.4527], [5.9424, 2.8337, 2.7772], [0.2430, -4.8357, -2.5241], [-0.0819, 1.5180, 0.2731], [-7.5393, 1.2513, 0.5710], [-1.5146, -4.2211, -4.0686], [-2.1879, -2.8039, -5.3589], [-7.6546, -2.0168, -1.3157], [0.2339, -5.2018, -4.6590], [9.1351, 4.4314, 0.7346], [5.4956, 1.4056, 2.4700], [-7.6475, -0.5100, 1.7589], [0.4488, -2.8912, -3.0585], [0.9115, -5.6619, -2.2672], [-2.3268, 0.8700, 2.4402], [-3.6612, -0.1083, 0.1430], [7.0256, 4.3730, -0.9011], [1.0937, -2.3904, 0.5791], [-6.5512, -0.7849, 3.4808], [-0.9363, -6.1382, -3.7264], [4.7080, 1.2808, 1.2918], [-4.5845, 0.1525, 1.9429], [5.4495, 1.1513, 0.0838], [9.0349, 3.3445, 0.6748], [6.8928, 3.4626, 1.8679], [1.9215, 0.3992, 1.3092], [-2.7416, 3.2995, 1.4079], [-5.6550, 0.8938, 2.5269], [-6.8839, 0.0550, 2.8658], [1.7685, 1.4307, 1.6163], [5.6282, 2.1269, -0.3729], [4.8459, 1.0883, 3.2924], [0.5171, 1.9930, 3.2251]]
}



Entry 3:
{
  "formula": "C57H47NO4P3Tl",
  "method": "wB97M-V/def2-TZVPD",
  "largest_force_ev_per_a": 1.3,
  "lumo_ev": -6.97,
  "molar_mass_g_mol": 1107.3,
  "charge": 2,
  "homo_lumo_gap_ev": 5.824,
  "de_lowest_kj_mol": 135.79,
  "e_homo_ev": -12.79,
  "species": ["C", "H", "H", "H", "H", "H", "H", "C", "O", "H", "H", "H", "C", "C", "C", "H", "C", "H", "C", "C", "H", "H", "C", "C", "C", "C", "C", "H", "H", "C", "H", "H", "C", "H", "C", "O", "H", "H", "H", "H", "H", "C", "C", "C", "C", "H", "O", "C", "C", "C", "C", "H", "C", "C", "C", "C", "H", "P", "C", "C", "H", "H", "C", "H", "C", "H", "C", "C", "C", "H", "C", "H", "C", "H", "C", "C", "H", "C", "C", "C", "P", "H", "C", "C", "Tl", "O", "C", "C", "H", "H", "N", "H", "H", "C", "H", "H", "C", "C", "C", "P", "C", "C", "C", "H", "H", "C", "H", "H", "C", "C", "C", "H", "H"],
  "coordinates": [[1.8894, 2.9097, 1.7312], [0.2403, 2.8130, 4.4322], [2.4280, 0.7217, -4.8098], [1.9046, -0.7451, 0.1980], [-5.7692, -3.3170, -2.1958], [4.9338, 3.8013, -4.3622], [-0.5466, -4.8902, 1.8328], [3.2426, 3.1188, 1.1870], [-2.0558, 2.7124, -1.9455], [3.7481, 3.0430, -0.9949], [0.5833, -6.8251, 0.7973], [-3.4229, -1.4256, 5.1489], [-3.4272, -4.0927, 2.3532], [1.2543, 1.7615, 1.9607], [0.0015, 1.3788, 6.0091], [3.4847, 4.1753, 1.1740], [1.3356, 3.4855, -2.9590], [-1.2284, -1.7519, 5.6227], [-0.4138, -1.5785, -4.6927], [2.2386, 2.3990, -2.8343], [3.7400, -3.6359, -2.8950], [-0.4436, -5.3588, -3.0894], [-3.4868, 4.2896, 2.3233], [-2.6886, 3.1717, 2.5006], [2.9554, -1.6890, -2.4853], [-2.6142, -2.9704, 2.2406], [-0.3906, 0.0853, 6.3264], [1.2149, -0.3370, 2.3088], [-4.8085, -3.4360, 5.3653], [3.9112, 0.0424, 0.3109], [2.8263, -1.9037, -1.4311], [-4.4229, 4.3723, 2.8585], [-0.4639, -5.2548, -2.0124], [-1.5927, 5.9712, 0.0794], [-0.1135, 1.8274, 4.7076], [-1.7204, -0.9683, 3.0505], [-3.7593, -4.0397, -0.9748], [-4.8107, -5.1597, 3.5890], [-2.6543, 2.2673, -2.5712], [2.7237, 0.2307, 4.0951], [-3.7104, 6.1736, 1.3243], [-1.1529, -0.2589, 4.0782], [2.4741, 0.0688, 0.6518], [-4.8189, -0.3235, -0.9416], [-3.0879, 5.2998, 1.4599], [1.3158, 3.8282, 1.7862], [-2.3461, -0.1683, -3.2344], [3.0424, 0.3952, 3.0728], [1.9589, 0.4191, 2.0276], [3.2186, -1.2241, -5.2072], [2.7252, -0.2252, -4.3807], [3.3112, -1.0387, -6.2694], [1.7786, 4.6727, -3.5500], [-1.8969, 5.1830, 0.7559], [-0.5253, -4.9939, 0.7545], [4.5137, 2.3069, 0.9919], [5.0893, 0.5306, 3.5107], [-0.5383, 1.5340, 1.9958], [3.5442, 2.4263, -0.1353], [3.0502, 4.7819, -4.0759], [-5.1230, 0.7153, -0.9187], [-3.4621, -4.8164, 1.5487], [3.9297, 3.7189, -3.9685], [0.4284, 2.0193, 6.7682], [2.6267, -0.4355, -3.0042], [-0.2474, -0.2951, 7.3285], [3.5320, 2.5532, -3.3377], [-1.3511, -0.6029, -2.7640], [-5.5606, -1.2537, -1.6545], [4.3641, -0.8176, -0.1637], [-1.4778, 3.0653, 1.8147], [-0.1956, 3.9541, 0.3325], [3.4560, -2.6796, -3.3141], [5.7993, 0.6036, 1.2126], [-3.6889, -0.7283, -0.2490], [-4.1854, -3.3150, 4.4898], [3.3592, 5.6964, -4.5631], [4.3155, 0.5466, 2.7538], [3.0042, 1.0347, -0.4183], [4.7416, 0.8298, 1.3333], [1.9106, 0.8369, -1.9093], [-1.3656, -2.0419, -4.9430], [-5.1796, -2.5875, -1.6565], [3.5928, -2.4496, -4.6766], [-0.6201, -0.0664, -0.4666], [-0.3718, -1.2814, -3.2613], [-1.1427, -4.0356, -0.0481], [-1.0886, -4.1605, -1.4379], [-6.4429, -0.9410, -2.1959], [1.0954, 5.5104, -3.6188], [-0.7656, 2.4528, -2.4597], [-0.2955, -0.6522, -5.2502], [-1.5519, -3.4081, -2.0635], [-3.2801, -2.0633, -0.2749], [5.4057, 2.9187, 1.0007], [-0.5085, 4.4738, -2.3106], [-4.1897, -4.2800, 3.4925], [-1.1019, 4.0607, 0.9128], [-0.6850, 1.0073, 3.7365], [-1.7814, -2.5088, 0.6882], [-3.3893, -2.1855, 4.3822], [0.1070, -6.0815, 0.1727], [0.1389, -6.2125, -1.2082], [-3.1601, -0.0041, 0.3690], [-3.0041, 2.3806, 3.1705], [-0.9576, -0.7382, 5.3688], [0.4172, -2.2503, -4.8744], [4.2413, 1.7430, -3.2226], [-4.0458, -2.9961, -0.9686], [-2.5685, -2.0365, 3.2731], [-0.0670, 3.5011, -2.5296], [0.6380, -7.0592, -1.6597], [3.9835, -3.2245, -5.3220]]
}



Entry 4:
{
  "formula": "C5H5N3S",
  "method": "wB97M-V/def2-TZVPD",
  "largest_force_ev_per_a": 4.2,
  "lumo_ev": 0.64,
  "molar_mass_g_mol": 139.2,
  "smiles": "C1=NSc2nccn2C1",
  "homo_lumo_gap_ev": 9.243,
  "de_lowest_kj_mol": 55.34,
  "e_homo_ev": -8.60,
  "species": ["N", "C", "H", "C", "H", "C", "H", "N", "N", "H", "C", "C", "H", "S"],
  "coordinates": [[-0.6873, 0.1461, -0.2638], [0.5570, -0.4418, -0.7012], [0.5834, -1.5093, -0.4337], [0.8203, -0.3259, -2.1818], [-0.3726, 0.2662, 1.8495], [-1.7438, 0.5317, -0.9996], [-2.8423, 1.5132, 1.7345], [0.0248, -0.0479, -3.1220], [-2.6883, 1.1090, -0.3359], [1.8469, -0.5304, -2.4670], [-1.0181, 0.4860, 1.0253], [-2.2450, 1.0809, 0.9565], [1.3790, 0.0511, -0.1596], [-1.5456, 0.3358, -3.0653]]
}



Entry 5:
{
  "formula": "C18H42N4O6Pt",
  "method": "wB97M-V/def2-TZVPD",
  "largest_force_ev_per_a": 4.1,
  "lumo_ev": [2.35, 2.35],
  "molar_mass_g_mol": 605.6,
  "spin_multiplicity": 4,
  "charge": -1,
  "homo_lumo_gap_ev": [1.774, 6.416],
  "e_homo_ev": [0.58, -4.07],
  "species": ["H", "O", "H", "H", "O", "H", "H", "N", "H", "H", "H", "N", "H", "H", "H", "H", "H", "O", "H", "H", "C", "C", "H", "H", "C", "H", "N", "H", "C", "C", "C", "H", "H", "C", "H", "H", "C", "H", "C", "H", "H", "C", "C", "H", "H", "H", "H", "H", "C", "H", "C", "H", "C", "H", "H", "O", "N", "O", "C", "H", "H", "C", "O", "H", "C", "H", "Pt", "H", "C", "H", "H"],
  "coordinates": [[10.8336, 13.1023, 13.1883], [7.9190, 12.4116, 9.6357], [2.7796, 15.0961, 10.9496], [10.6487, 9.4350, 8.4525], [5.5932, 13.4052, 8.3886], [3.1276, 11.9398, 10.0300], [5.0527, 14.1618, 4.2041], [3.6613, 11.4216, 12.0008], [5.3500, 16.9491, 12.5997], [1.7964, 11.4456, 11.1296], [7.9633, 11.3954, 7.1090], [3.6735, 15.9572, 12.7101], [9.1220, 14.0327, 14.0686], [9.9335, 9.2780, 10.1503], [7.6408, 14.0286, 6.5966], [3.2700, 9.5404, 12.7519], [3.6736, 13.7728, 5.3866], [7.6139, 15.7044, 9.0021], [1.6451, 15.4899, 12.2474], [5.9084, 17.6572, 8.9008], [9.7588, 9.3622, 9.0777], [8.5455, 10.5039, 7.3426], [10.3655, 14.1782, 11.8891], [9.4194, 10.7981, 6.7614], [8.5332, 11.3274, 9.7530], [3.8160, 10.6684, 13.9157], [5.4252, 14.0972, 6.2292], [9.2237, 15.9000, 7.3095], [3.2826, 16.7673, 13.8996], [4.5479, 14.3776, 5.1458], [8.7388, 13.4552, 13.2273], [6.8437, 18.9099, 7.9977], [10.0645, 12.5436, 11.6983], [2.6519, 15.1322, 12.0315], [7.3891, 12.3057, 14.4998], [3.7835, 13.6724, 7.4664], [9.2027, 16.9035, 7.7346], [9.2819, 8.4432, 8.7372], [6.6960, 17.8439, 8.1708], [2.9008, 10.2639, 10.4292], [8.1617, 11.3370, 13.1691], [8.2933, 12.1142, 13.9219], [7.9707, 17.0248, 8.6623], [7.0193, 14.1396, 4.8459], [2.5522, 14.2180, 12.6166], [2.1038, 10.8793, 13.2326], [3.5055, 16.0473, 14.6870], [4.3037, 15.4377, 5.0777], [4.7679, 16.1690, 12.0851], [2.2129, 16.9623, 13.9752], [6.8926, 14.4004, 5.8966], [10.0964, 16.9697, 8.3551], [4.8842, 13.6450, 7.4637], [8.1428, 9.5847, 6.9172], [9.3844, 17.6903, 7.0025], [5.1709, 15.5135, 11.1074], [8.7966, 10.4652, 8.7771], [7.6909, 14.1407, 12.4164], [3.1375, 10.5752, 13.0678], [8.4201, 17.5843, 9.4827], [8.7996, 10.9227, 10.7417], [2.8324, 11.2716, 10.8391], [5.4456, 12.6311, 11.2107], [6.3255, 17.4491, 7.2248], [10.0422, 13.3139, 12.4692], [5.4732, 11.8382, 13.0215], [6.7401, 14.1689, 10.3418], [3.9733, 17.5758, 14.1392], [4.9049, 11.9741, 12.0884], [7.0694, 15.4752, 5.9373], [9.0359, 11.8163, 14.6621]]
}



Entry 6:
{
  "formula": "C3H2O3",
  "method": "wB97M-V/def2-TZVPD",
  "largest_force_ev_per_a": 3.6,
  "lumo_ev": -0.06,
  "molar_mass_g_mol": 86.0,
  "homo_lumo_gap_ev": 10.342,
  "de_lowest_kj_mol": 317.97,
  "e_homo_ev": -10.41,
  "species": ["H", "C", "C", "O", "O", "C", "H", "O"],
  "coordinates": [[-0.6864, 0.9133, 0.0399], [-2.8511, -0.9547, -1.0375], [-0.8823, -1.3072, -0.2864], [-2.4067, 0.0547, -1.4648], [-3.5121, -1.8581, -0.6933], [-0.1652, -0.1110, 0.2056], [0.9402, -0.1121, 0.3761], [-0.9382, -1.0023, 0.9551]]
}